1.
A molecular structure, C23H25BClF8N4O7S2W. Source: the OMol25 dataset; level of theory: ωB97M-V with the def2-TZVPD basis set.

The HOMO energy (alpha / beta) is -10.20 / -11.04 eV. Its charge is +1. The value obtained for the LUMO energy (alpha / beta) is -0.1012 / -0.1246 Ha. For the total energy, the calculation gives -3784.4472 Ha. Its multiplicity is 3. The value obtained for the HOMO-LUMO gap (alpha / beta) is 7.449 / 7.653 eV.

Cartesian coordinates (Å):
W  0.86281  -0.34209  0.59497
C  -1.53689  2.37274  -3.99181
N  -2.01562  1.44215  -2.98002
C  -3.31386  1.71066  -2.38377
C  -1.20626  0.46250  -2.55479
O  -0.10331  0.21660  -3.03068
C  -1.73866  -0.39655  -1.40590
O  -0.68780  -1.19725  -0.82393
C  -0.10457  -2.15686  -1.72391
C  1.33197  -1.75974  -1.95274
O  1.85379  -0.97405  -1.11421
N  2.03815  -2.27084  -2.92928
C  3.45125  -1.92748  -3.07513
C  1.45344  -3.20299  -3.88774
H  -2.08785  2.24572  -4.92482
H  -1.67301  3.39298  -3.63267
H  -0.48206  2.18716  -4.16928
H  -3.88678  2.31278  -3.08628
H  -3.87653  0.79248  -2.21869
H  -3.22852  2.26694  -1.44904
H  -2.14438  0.20107  -0.59458
H  -2.51606  -1.07963  -1.76444
H  -0.14589  -3.13643  -1.23675
H  -0.65982  -2.18918  -2.65803
H  3.65366  -0.99763  -2.55550
H  4.06415  -2.72286  -2.65215
H  3.66382  -1.81264  -4.13582
H  0.83149  -3.94248  -3.38613
H  0.87335  -2.66757  -4.64051
H  2.26437  -3.73365  -4.37987
F  1.55052  -4.69285  3.04463
C  2.25827  -4.76996  1.92609
F  1.55021  -5.41406  1.00375
F  3.38995  -5.40987  2.15089
S  2.62263  -3.08202  1.28192
O  1.25790  -2.51566  1.13814
O  3.37303  -3.26301  0.08725
N  3.40465  -2.37441  2.42471
S  3.02699  -1.03576  3.14221
O  4.16589  -0.32018  3.57509
O  1.98075  -0.25107  2.44562
C  2.12476  -1.54983  4.66520
F  1.04878  -2.26920  4.35283
F  1.73661  -0.46669  5.32582
F  2.93273  -2.27990  5.41691
Cl  -1.63264  1.40944  5.50819
C  -1.54149  0.19591  4.29135
C  -2.23911  -0.99581  4.41295
C  -2.12915  -1.93234  3.39732
C  -1.32488  -1.64801  2.30934
N  -0.63545  -0.50370  2.21574
C  -0.74551  0.41641  3.18025
H  -2.85090  -1.17892  5.28455
H  -2.65439  -2.87464  3.44268
H  -1.20720  -2.35835  1.50197
H  -0.18571  1.33492  3.06030
F  2.62258  2.29439  0.16113
B  2.62641  0.98622  0.32437
F  3.81392  0.38886  0.34293
C  -0.03234  1.47272  0.29675
C  -0.62781  2.52614  0.13352
C  -1.28786  3.78256  -0.04487
C  -0.77993  4.71854  -0.94842
C  -1.44284  5.91684  -1.15374
C  -2.61410  6.19365  -0.46111
C  -3.11922  5.27158  0.44646
C  -2.46193  4.07171  0.65532
H  0.13899  4.49871  -1.47592
H  -1.04062  6.64103  -1.84954
H  -3.12903  7.13057  -0.62320
H  -4.02620  5.49168  0.99243
H  -2.85164  3.35050  1.36167

Results of the Löwdin charge analysis, in e, for atoms 1 through 5: 1.5703 -0.0099 -0.1214 -0.0191 -0.4334

2.
A molecular structure, C23H25BrCl2N4O3Pt. Source: the OMol25 dataset; level of theory: ωB97M-V with the def2-TZVPD basis set.

The HOMO energy (alpha / beta) is -6.96 / -6.96 eV. The value obtained for the LUMO energy (alpha / beta) is 0.0104 / 0.0107 Ha. For the total energy, the calculation gives -4949.9039 Ha. The value obtained for the HOMO-LUMO gap (alpha / beta) is 7.244 / 7.253 eV.

Cartesian coordinates (Å):
Pt  -0.33580  0.03060  -0.02031
O  1.46853  0.26611  1.07112
C  1.84241  -0.30943  2.16888
C  3.19730  -0.14557  2.57098
C  3.68833  -0.69350  3.72679
C  2.85789  -1.45595  4.56478
C  1.55174  -1.64107  4.19319
C  1.01999  -1.09290  3.01095
C  -0.36656  -1.33968  2.66847
N  -1.03261  -0.93894  1.59605
C  -2.33001  -1.41235  1.67596
C  -2.46266  -2.10902  2.82375
N  -1.22475  -2.05569  3.43476
H  3.82104  0.44925  1.91487
H  4.72669  -0.53640  3.99586
H  3.23519  -1.88906  5.48086
H  0.92246  -2.23433  4.84825
H  -3.04996  -1.19902  0.90372
H  -3.30353  -2.61958  3.25992
H  -0.99651  -2.46822  4.32024
Cl  -2.94595  4.33085  1.38684
C  -1.32276  4.02294  2.02279
Cl  -0.57273  2.59083  1.29203
H  -1.40150  3.85412  3.08758
H  -0.69967  4.87697  1.79554
C  -0.47957  -3.08766  -0.98201
C  0.02980  -4.39480  -1.65164
N  1.38111  -4.19585  -2.17807
C  2.27577  -3.81506  -1.08099
C  1.78374  -2.49842  -0.41723
N  0.55616  -2.04363  -1.09339
C  0.84533  -1.80374  -2.52003
C  1.35550  -3.11936  -3.17123
H  -0.69125  -3.24141  0.07758
H  -1.38522  -2.71015  -1.46072
H  -0.61953  -4.69292  -2.47656
H  0.05990  -5.21774  -0.93538
H  3.28216  -3.69798  -1.48599
H  2.30043  -4.63376  -0.35968
H  2.52214  -1.70046  -0.48805
H  1.55635  -2.64409  0.64000
H  1.58359  -1.00451  -2.58259
H  -0.07220  -1.45818  -2.99632
H  2.36400  -2.99701  -3.56948
H  0.70690  -3.42745  -3.99294
Br  -2.02792  3.35861  -7.87434
C  -1.71797  2.62485  -6.15609
C  -2.76613  2.02401  -5.47965
C  -2.53121  1.47808  -4.22687
C  -1.26528  1.54410  -3.66001
C  -0.22701  2.15924  -4.34998
C  -0.44751  2.70076  -5.60815
C  -1.02159  0.95242  -2.31624
O  -1.86514  0.19202  -1.78792
O  0.07618  1.20447  -1.71702
H  -3.75181  1.98446  -5.92242
H  -3.32741  0.99388  -3.67643
H  0.75236  2.21101  -3.89184
H  0.35431  3.17881  -6.15233

Results of the Löwdin charge analysis, in e, for atoms 1 through 5: 1.1123 -0.2202 -0.3777 -0.0095 -0.0840

3.
A molecular structure, C23H25BrN3O3Ti. Source: the OMol25 dataset; level of theory: ωB97M-V with the def2-TZVPD basis set.

The HOMO energy (alpha / beta) is -11.76 / -12.19 eV. Its charge is +1. The value obtained for the LUMO energy (alpha / beta) is -0.1303 / -0.1489 Ha. For the total energy, the calculation gives -4704.7974 Ha. Its multiplicity is 3. The value obtained for the HOMO-LUMO gap (alpha / beta) is 8.217 / 8.135 eV.

Cartesian coordinates (Å):
Ti  -1.72425  -1.78826  0.85256
C  -5.01563  -0.45188  2.11793
C  -3.59197  -0.25539  2.55477
C  -3.16762  -0.70958  3.81062
C  -1.93314  -0.34793  4.31921
C  -1.07811  0.47472  3.58801
C  -1.45554  0.90355  2.32908
C  -2.69796  0.51659  1.80059
H  -5.38703  -1.43879  2.38803
H  -5.13556  -0.32120  1.04459
H  -5.63896  0.29071  2.62072
H  -3.83707  -1.32405  4.39982
H  -1.63088  -0.70158  5.29580
H  -0.12303  0.77116  3.99940
H  -0.79931  1.55153  1.75882
H  -3.02543  0.92871  0.84995
Br  -3.75051  -2.85248  0.07864
C  -0.66633  -3.99723  -1.21119
C  -0.03526  -5.14296  -1.64125
C  0.78342  -5.75996  -0.70447
C  0.92649  -5.20435  0.56811
C  0.24094  -4.05115  0.86048
N  -0.57660  -3.45401  -0.04050
C  0.29014  -3.35602  2.19351
O  1.04021  -3.65816  3.07180
O  -0.59781  -2.36121  2.24880
H  -0.17805  -5.53414  -2.63725
H  1.30801  -6.67140  -0.96000
H  1.55337  -5.64892  1.32764
C  3.23275  4.77472  -0.58804
C  3.72973  3.34330  -0.71209
N  2.75022  2.45815  -1.35808
C  3.05713  1.98393  -2.70413
C  2.98655  3.08052  -3.75569
C  1.71955  2.04278  -0.60410
O  1.59532  2.30913  0.58513
C  0.61974  1.20159  -1.20971
C  -0.07191  1.48013  -2.37979
C  -1.19773  0.73336  -2.70127
C  -1.61546  -0.25808  -1.83786
N  -0.95620  -0.52072  -0.69677
C  0.14126  0.18116  -0.40472
H  3.99962  5.39373  -0.12254
H  2.34099  4.81554  0.03537
H  2.99929  5.20065  -1.56419
H  3.95149  2.93734  0.27470
H  4.64106  3.29545  -1.30791
H  2.38411  1.16575  -2.95345
H  4.06187  1.55432  -2.68210
H  1.99866  3.54338  -3.78120
H  3.20234  2.67114  -4.74234
H  3.71498  3.86648  -3.55697
H  0.24409  2.29001  -3.02448
H  -1.76196  0.93116  -3.60109
H  -2.50094  -0.85141  -2.02758
H  0.63692  -0.02980  0.53666

Results of the Löwdin charge analysis, in e, for atoms 1 through 5: 0.7472 -0.0860 -0.3269 -0.0299 -0.0479

4.
A molecular structure, C23H25CoFN5SSi. Source: the OMol25 dataset; level of theory: ωB97M-V with the def2-TZVPD basis set.

The HOMO energy (alpha / beta) is 1.17 / 0.38 eV. Its charge is -2. The value obtained for the LUMO energy (alpha / beta) is 0.1659 / 0.1656 Ha. For the total energy, the calculation gives -3335.4050 Ha. Its multiplicity is 5. The value obtained for the HOMO-LUMO gap (alpha / beta) is 3.347 / 4.125 eV.

Cartesian coordinates (Å):
Co  0.03018  0.56526  -0.28039
N  -0.26325  -2.71333  -3.33073
C  -0.44388  -1.69670  -2.34521
S  -0.21969  -0.04870  -2.86769
N  -0.76910  -2.11236  -1.17336
N  -0.88950  -1.10948  -0.20240
C  -1.74480  -1.52835  0.85194
C  -1.84578  0.60379  2.16327
C  -2.50569  1.23423  3.22546
C  -1.85024  2.20254  3.95310
C  -0.54152  2.50860  3.60879
C  0.02876  1.84325  2.53849
N  -0.60371  0.92438  1.81200
H  0.45523  -2.42654  -3.97816
H  -0.01552  -3.58254  -2.87485
H  -2.52069  -2.20816  0.45371
H  -3.51763  0.92954  3.46245
H  -2.33609  2.69538  4.78682
H  0.02357  3.25398  4.15231
H  1.04201  2.04903  2.20560
C  -2.08226  -3.09743  3.51467
Si  -0.83963  -2.54334  2.18784
C  0.57355  -1.67993  3.07441
C  -0.11776  -4.07139  1.37997
N  -2.53190  -0.41145  1.46166
C  -3.64816  0.04807  0.71022
C  -4.81611  -0.70323  0.74402
C  -5.95982  -0.31973  0.05942
C  -5.96752  0.85510  -0.67551
C  -4.81876  1.62192  -0.73317
C  -3.68260  1.20698  -0.06017
F  -2.60587  1.99474  -0.14132
H  -1.66358  -3.87271  4.16803
H  -2.99671  -3.49673  3.06028
H  -2.36676  -2.24423  4.14180
H  1.19205  -2.40450  3.61498
H  0.20931  -0.93479  3.79001
H  1.19618  -1.16059  2.33792
H  0.37777  -4.71519  2.11753
H  0.61331  -3.75956  0.62888
H  -0.88268  -4.65676  0.86189
H  -4.79573  -1.62250  1.31789
H  -6.84822  -0.93861  0.10293
H  -6.85766  1.17431  -1.20339
H  -4.77486  2.53343  -1.31439
C  1.74024  1.13844  -0.44714
C  3.02293  1.19694  -1.00662
C  3.45455  2.24858  -1.89244
C  4.71821  2.28028  -2.44570
C  5.67084  1.29105  -2.15618
C  5.29132  0.25112  -1.29163
C  4.02857  0.19831  -0.74012
H  2.72924  3.01689  -2.13651
H  4.98311  3.09010  -3.12331
H  6.66082  1.32061  -2.59924
H  6.00885  -0.53386  -1.06044
H  3.74522  -0.62107  -0.08866

Results of the Löwdin charge analysis, in e, for atoms 1 through 5: 0.2621 -0.0301 -0.9615 0.4052 -0.0638